{"formula": "C15H50N6O10", "method": "ωB97M-V/def2-TZVPD", "spin_multiplicity": 1, "homo_energy_ev": -9.20, "smiles": "NC(N)=O.NC(N)=O.NC(N)=O.CCO.CCO.CCO.CCO.CCO.CO.CO", "elements": ["N", "C", "N", "O", "H", "H", "H", "H", "N", "C", "N", "O", "H", "H", "H", "H", "N", "C", "N", "O", "H", "H", "H", "H", "C", "C", "O", "H", "H", "H", "H", "H", "H", "C", "C", "O", "H", "H", "H", "H", "H", "H", "C", "C", "O", "H", "H", "H", "H", "H", "H", "C", "C", "O", "H", "H", "H", "H", "H", "H", "C", "C", "O", "H", "H", "H", "H", "H", "H", "C", "O", "H", "H", "H", "H", "C", "O", "H", "H", "H", "H"], "coordinates": [[1.218352, 1.385702, 1.486225], [1.914335, 2.385771, 1.852292], [2.393352, 2.232397, 3.048715], [2.178813, 3.525341, 1.102949], [0.976852, 1.378292, 0.468942], [1.138166, 0.495629, 1.987753], [2.497857, 3.170788, 3.471687], [2.069268, 1.534861, 3.669223], [-1.995705, 1.264109, -2.423453], [-1.529710, 1.506649, -3.634935], [-1.302329, 2.800048, -3.921856], [-1.316144, 0.478137, -4.550483], [-1.899434, 0.315425, -1.996750], [-2.451094, 1.914386, -1.783870], [-1.148867, 2.998692, -4.893818], [-1.877764, 3.502172, -3.433584], [-0.534381, -0.792410, 0.160266], [-1.709362, -1.274321, -0.336868], [-1.652691, -1.291584, -1.657663], [-2.776628, -1.694997, 0.400789], [-0.369126, -0.859662, 1.180066], [-0.045856, -0.079130, -0.377558], [-2.417137, -1.827011, -2.027952], [-0.770865, -1.332665, -2.202481], [-1.912515, 1.423716, 1.997984], [-1.914228, 2.741192, 2.758307], [-2.642115, 3.742267, 2.117261], [-2.834362, 0.879970, 1.986477], [-1.132431, 0.751574, 2.352394], [-1.606952, 1.680814, 0.946975], [-0.832150, 2.970917, 2.901733], [-2.338748, 2.485660, 3.760863], [-2.783001, 4.419434, 2.782903], [-2.004481, -2.729355, 3.320452], [-1.114559, -3.778497, 2.728314], [0.089887, -3.805953, 3.516258], [-2.378141, -3.075578, 4.275579], [-2.886417, -2.581502, 2.667866], [-1.470891, -1.715414, 3.359204], [-0.994103, -3.465051, 1.661350], [-1.528234, -4.712001, 2.827617], [0.781764, -4.335934, 3.070354], [0.927050, -4.826236, -1.736705], [0.288758, -4.045574, -0.553733], [0.952769, -2.850156, -0.518812], [1.404683, -4.225218, -2.487601], [0.233907, -5.565196, -2.061248], [1.778439, -5.444793, -1.371797], [0.264626, -4.569512, 0.454927], [-0.702036, -3.802795, -0.821040], [0.358963, -2.137811, -0.168645], [3.280831, 1.004807, -1.214772], [2.123087, 0.041611, -1.175401], [0.949319, 0.849964, -1.332840], [4.168034, 0.452577, -1.035520], [3.208255, 1.802945, -0.538286], [3.324482, 1.509228, -2.192463], [2.051156, -0.570537, -0.279716], [2.120509, -0.662019, -2.021492], [1.024742, 1.437297, -2.088043], [-0.036684, 3.836039, -1.074566], [-0.452487, 4.810007, 0.028202], [0.500473, 5.847507, 0.108903], [-0.415499, 2.848865, -0.830727], [0.991733, 3.694074, -0.988626], [-0.309237, 4.188317, -2.080496], [-0.473621, 4.277656, 1.013234], [-1.442827, 5.257057, -0.258572], [0.456305, 6.162472, 1.023400], [-0.230447, -2.341213, -4.561145], [0.489894, -1.901456, -3.402425], [-1.247106, -2.256416, -4.422931], [0.007452, -3.347800, -4.819382], [-0.063435, -1.734239, -5.400768], [1.444661, -1.965910, -3.668570], [2.316709, -1.335184, 2.570214], [0.890832, -1.136532, 2.662438], [2.664184, -0.519726, 1.983743], [2.743435, -2.220782, 2.183709], [2.795216, -1.197918, 3.524996], [0.524655, -1.996282, 2.933026]], "forces_ev_per_angstrom": [[-2.7226, -2.9194, -4.3393], [1.8363, 6.6692, -4.1318], [2.3072, 3.2189, 3.7121], [-1.3951, -5.5573, 3.5699], [0.1086, 0.0625, 1.2656], [-0.1796, 1.0238, -0.1202], [0.4938, -1.0882, -0.0256], [-0.4994, -0.6857, 0.3875], [-0.7681, -1.0083, 2.1375], [0.3668, -4.9028, -4.2213], [-0.4874, 1.2303, -0.5256], [-0.4850, 5.1062, 4.5321], [-0.4065, 0.9494, -1.2296], [0.6125, 0.2827, -0.7576], [-0.0311, -0.0474, -0.2107], [0.7171, -0.6620, -0.3265], [-0.7088, -0.2852, 2.4188], [-3.6589, -1.5313, 4.5413], [-0.8916, -1.3635, -1.6947], [5.3998, 1.9748, -3.6840], [-0.3863, 0.4396, -1.0181], [-0.2598, -0.1116, -0.1151], [-0.2579, 0.0754, -0.5404], [-0.2970, -0.0599, 0.5623], [0.7775, 0.9445, -1.5746], [0.7495, -2.0029, 1.4650], [-0.2146, 0.1354, -0.0479], [-0.6973, -0.1008, -0.0381], [-0.0903, 0.1929, 0.3312], [-0.4112, -0.4147, 0.6812], [-0.5828, 0.4497, -0.0391], [0.2502, 0.5796, -0.3956], [-0.1547, 0.2577, -0.1754], [-0.4524, 1.2016, -0.3240], [0.7508, 2.5167, -0.6293], [1.1041, 0.2555, -0.7490], [0.1637, 0.3993, 0.5077], [0.5388, -0.0495, 0.2168], [-0.8469, -1.4203, 0.2767], [0.4390, -0.6434, 0.7323], [-1.2806, -2.2974, -0.2844], [-0.6764, 0.2543, 0.2775], [1.0266, -1.3999, 2.4735], [0.8761, -1.0507, -0.7965], [1.3207, 1.7849, 1.1056], [-0.6527, 0.5953, -0.4052], [-0.6313, -0.4004, -0.9427], [-0.3665, 0.3423, 0.1040], [0.2819, 0.0959, -1.2552], [-1.7338, -0.2907, -0.1969], [0.7177, -0.5859, -0.2908], [-0.0833, -0.7968, -1.2713], [0.1575, 0.6621, -1.5629], [-0.6619, -0.4699, 0.5634], [1.2045, -0.2826, 0.0058], [-0.3066, 0.9278, 1.4022], [0.1411, -0.4453, 0.0276], [-0.1290, 0.3049, 0.1620], [0.3410, 0.0807, 0.3544], [0.0694, 0.0563, -0.1567], [-1.3380, 0.5606, 0.4011], [-0.4238, -0.3747, -0.1894], [0.0388, 0.6134, 0.4165], [-0.6483, -0.0895, -0.3771], [1.9651, 0.0960, -0.0395], [0.1152, -0.2696, 0.4711], [-0.3400, 0.3987, -0.9491], [0.4709, -0.5182, 0.7000], [0.2926, 0.0447, -0.4672], [1.4177, -0.1302, 0.3485], [1.2658, -0.3140, -1.0472], [-2.2591, 0.1436, 0.8700], [0.2696, -0.9745, -0.0023], [0.6104, 1.0634, -1.1151], [-1.3662, 0.2203, 0.7329], [-0.1780, 1.4282, 0.9248], [0.9052, -1.1852, -0.0165], [0.5985, 0.5004, -0.7218], [-0.5081, -1.3685, -0.8254], [-0.0578, 0.0353, 0.7707], [-0.1753, -0.0766, 0.3773]], "lowdin_charge": [0.19, -0.64, 0.17, -0.10, 0.10, 0.06, 0.14, 0.09, 0.15, -0.57, 0.14, -0.13, 0.05, 0.12, 0.11, 0.12, 0.14, -0.54, 0.15, -0.08, 0.09, 0.05, 0.14, 0.10, -0.09, -0.35, -0.06, 0.07, 0.04, 0.07, 0.10, 0.12, 0.09, -0.08, -0.30, -0.09, 0.07, 0.08, 0.09, 0.09, 0.09, 0.10, -0.06, -0.33, -0.12, 0.05, 0.06, 0.08, 0.11, 0.08, 0.01, -0.04, -0.26, -0.15, 0.07, 0.04, 0.10, 0.09, 0.11, 0.11, -0.09, -0.32, -0.08, 0.04, 0.03, 0.06, 0.09, 0.12, 0.09, -0.13, -0.16, 0.05, 0.08, 0.06, 0.11, -0.10, -0.17, 0.05, 0.08, 0.09, 0.04]}